No. 1
28
Properties=species:S:1:pos:R:3:nbo_charge:R:1 method="wB97M-V/def2-TZVPD" largest_force_ev_per_a=9.094 charge=-1 orbital_gap_ev=9.65 homo_energy_ev=-6.6 relative_energy_ev=3.564 total_energy_ha=-891.870593
H 0.864 -0.440 -4.336 0.45
H -0.255 1.902 -0.098 0.48
O 1.299 -0.738 -3.409 -0.93
H 3.616 2.004 -0.365 0.46
H 2.923 -0.298 1.670 0.51
O -3.484 -1.427 -0.894 -0.93
O -3.372 1.329 1.569 -0.93
H -0.622 0.272 2.866 0.49
H 4.297 -0.805 2.267 0.46
O -0.840 0.319 0.731 -0.54
N -0.076 -0.428 0.185 0.73
H 2.280 1.415 -0.707 0.47
H -0.443 0.767 4.309 0.47
H -2.841 1.636 0.896 0.45
O 1.035 -0.480 0.717 -0.53
O 3.086 1.456 -1.082 -0.93
O 0.284 2.699 -0.061 -0.95
O -0.781 -3.533 -1.560 -0.97
H -0.139 3.243 -0.851 0.46
O 3.787 -0.059 2.065 -0.97
H -0.348 -3.760 -0.727 0.47
O -0.154 -0.651 -1.076 -0.62
H -2.611 0.923 1.941 0.48
H -2.564 -1.018 -1.285 0.48
H 0.710 -0.643 -2.770 0.47
H -0.704 -2.595 -1.727 0.49
H -3.879 -1.652 -1.888 0.44
O -1.068 0.562 3.619 -0.96

=====

No. 2
81
Properties=species:S:1:pos:R:3:mulliken_charge:R:1 method="wB97M-V/def2-TZVPD" largest_force_ev_per_a=3.799 charge=+1 orbital_gap_ev=6.52 homo_energy_ev=-9.5 total_energy_ha=-3208.046255
C 3.353 3.473 3.843 0.21
C -0.176 2.397 -1.343 0.12
P 1.971 1.238 1.266 1.04
C 2.274 4.644 0.509 0.30
F -0.215 -4.202 -0.724 -0.22
H 3.622 -1.648 2.746 0.25
H 3.408 0.720 3.094 0.58
H 1.866 4.801 -1.630 0.31
C 3.445 3.658 0.372 -1.06
H -2.850 -4.777 -4.753 0.29
C -0.999 3.668 -1.147 -1.45
H 1.730 0.432 3.418 0.02
H -3.489 0.000 -3.952 0.25
H 3.306 -3.290 2.171 0.36
H -0.094 0.375 -0.636 0.15
F -1.707 -5.556 -1.369 -0.24
C 2.947 -2.502 2.834 -1.36
C 1.275 -1.568 1.110 -0.32
H -0.439 1.966 -2.311 0.52
N -3.381 -3.914 -4.787 -0.53
C -1.512 -4.324 -0.958 0.23
P -3.991 -3.446 -3.305 0.21
H 4.117 3.778 1.222 0.19
C 3.107 2.167 0.226 -1.00
C 1.500 -2.138 2.514 -0.56
C -4.201 -0.816 -3.990 -0.69
H 1.360 4.136 0.821 -0.16
H -0.759 4.399 -1.918 0.41
F -4.050 -4.293 1.729 -0.28
C 2.194 -0.438 0.630 -1.53
H -4.434 -1.367 -1.913 0.49
H 3.127 4.132 3.003 -0.28
S -1.893 -3.166 -2.399 1.04
F -1.637 -4.671 1.361 -0.33
F -2.038 -2.724 0.670 -0.25
C -4.266 -1.651 -2.945 -0.21
H 0.231 -1.253 1.030 0.05
H 1.118 -1.450 3.273 0.33
H 5.082 2.426 4.640 0.35
H 3.024 -2.866 3.858 0.40
H -0.271 0.976 1.833 0.69
H 1.296 2.840 3.805 0.33
H -2.880 -3.173 -5.264 0.32
H -6.547 -2.407 -4.462 0.05
C -2.199 -4.005 0.382 0.97
C -0.428 1.346 -0.262 -0.98
H 4.058 1.629 0.320 0.58
H 3.245 -0.712 0.756 0.84
C -3.726 -4.283 0.458 0.41
O -0.937 -3.544 -3.405 -0.69
H 2.504 5.360 1.301 0.49
H 0.012 2.634 1.441 0.84
H 5.472 3.804 3.610 0.41
C 2.018 5.448 -0.764 -1.76
H 1.132 6.074 -0.647 0.40
C 2.282 2.384 3.935 -0.98
H -2.066 3.450 -1.217 0.41
H -4.848 -0.918 -4.849 0.29
C 2.419 1.171 3.001 -0.69
H 4.054 3.938 -0.490 0.61
P -6.134 -3.674 -3.979 0.25
F -4.070 -5.431 -0.037 -0.21
H 2.860 6.108 -0.976 0.47
H -4.241 -4.476 -2.362 0.03
H 2.803 1.982 -0.809 0.77
H 3.271 4.107 4.728 0.46
H 0.885 2.651 -1.403 -0.30
C 4.787 2.966 3.738 -1.37
H -6.781 -4.329 -5.872 0.24
C 0.228 1.619 1.099 -1.07
H 1.391 -2.390 0.401 0.46
H -0.812 4.133 -0.177 0.25
H 0.888 -3.037 2.613 0.41
N -6.399 -4.806 -5.060 -0.70
H 2.056 -0.354 -0.453 0.49
H -6.906 -3.886 -2.793 0.09
H 2.300 1.996 4.956 0.45
H -1.505 1.255 -0.112 0.60
F -4.416 -3.313 -0.083 -0.21
H 4.934 2.303 2.882 0.30
O -1.657 -1.784 -2.041 -0.57